{
  "formula": "C7H12ClN2S",
  "method": "ωB97M-V/def2-TZVPD",
  "molar_mass_g_mol": 191.71,
  "smiles": "C[C@]1(S)[C@H](Cl)C(=[NH2+])N[C@@H]2C[C@@H]21",
  "total_charge": 1,
  "gap_ev": 9.49,
  "e_tot_ha": -1241.52346,
  "symbols": ["H", "H", "N", "H", "C", "C", "H", "C", "H", "H", "H", "H", "H", "Cl", "C", "N", "C", "H", "C", "C", "H", "H", "S"],
  "coordinates": [[0.4200, -2.6450, 0.1767], [2.0425, -2.2283, 0.3859], [-2.1554, 1.6984, 1.3024], [1.1429, -2.2003, 1.8241], [1.0868, -1.9960, 0.7679], [0.0313, 1.1004, -1.5168], [-1.0981, -0.7270, -1.8064], [-0.6479, -0.2440, 0.9342], [-2.3331, 2.6821, 1.1651], [-1.2329, 2.5247, -1.0195], [0.0852, -0.5187, -3.0443], [0.6139, 1.7099, -2.2376], [-2.6219, 1.1334, 2.0949], [-2.0444, -1.2746, 0.3671], [-0.2241, -0.2712, -2.1097], [-0.9289, 1.6373, -0.6607], [-1.2589, 1.1636, 0.5073], [2.8754, 0.3524, 0.7539], [0.8338, -0.5151, 0.4126], [0.8981, -0.1370, -1.1019], [1.9008, -0.3173, -1.4291], [-0.4000, -0.4293, 1.9298], [1.7851, 0.6821, 1.3503]],
  "forces_ev_per_angstrom": [[-0.09, 0.23, 0.66], [1.41, -0.35, -0.37], [-0.70, -0.41, 1.52], [-0.48, 0.00, 0.37], [-0.08, 0.66, -1.40], [3.71, -2.73, -2.56], [-1.60, -0.88, 0.45], [-0.16, 1.46, -2.90], [-0.71, -0.05, 0.32], [-0.79, 0.36, 0.41], [0.73, -0.24, -2.73], [-1.05, 0.52, 1.07], [1.31, 1.53, -1.83], [0.83, -0.31, 0.62], [1.00, 0.86, 2.74], [0.31, 1.11, 0.45], [1.12, -2.54, 1.24], [1.55, -0.23, -0.64], [-3.25, -0.50, -1.64], [-1.39, 0.03, 1.67], [0.42, 0.69, -0.69], [-1.18, 0.33, 2.23], [-0.90, 0.48, 1.01]],
  "nbo_charge": [0.2391, 0.2306, -0.7404, 0.2395, -0.6394, -0.0901, 0.2301, -0.2505, 0.4241, 0.4375, 0.2384, 0.2609, 0.4628, -0.0003, -0.4045, -0.5060, 0.5683, 0.1387, -0.1380, -0.2291, 0.2432, 0.2550, 0.0301]
}